1.
{"formula": "C8H17OPS2", "method": "ωB97M-V with the def2-TZVPD basis set", "homo_ha": -0.257, "total_charge": 0, "lumo_energy_ev": -0.093, "molar_mass_g_mol": 224.3, "energy_ha": -1527.8397, "de_lowest_kj_mol": 258.5, "max_force_ha_per_bohr": 0.080, "homo_lumo_gap_ha": 0.253, "symbols": ["H", "C", "C", "H", "H", "H", "H", "H", "H", "C", "S", "C", "C", "C", "H", "H", "H", "H", "O", "C", "H", "H", "H", "S", "C", "H", "H", "H", "P"], "coordinates": [[2.6769, -1.3436, -0.2301], [1.7649, -0.2259, 2.1817], [0.5022, 0.0058, -0.1618], [-1.8866, 3.3545, -3.6763], [-2.3169, 1.0446, -1.4374], [-1.2501, -0.8980, -0.7367], [1.2386, 0.3885, -0.8114], [2.2637, -0.8787, 2.8750], [0.4817, 1.7916, 0.9235], [-0.1314, -1.6445, 1.7269], [-0.6494, 2.4485, -0.9181], [-1.6459, 1.5767, -2.0111], [-0.2086, 1.1857, 0.4037], [-0.2927, -0.7990, -1.1747], [2.4487, -2.4226, 1.1935], [0.3137, -2.6320, 2.1322], [-1.0783, 1.0195, 0.9972], [-0.4550, -1.1403, 2.6970], [-3.7022, 1.8365, -3.9540], [1.0324, -0.8744, 1.0170], [-1.7760, 2.8270, -0.3422], [-1.0222, -1.9263, 1.2118], [1.0599, 0.2989, 2.8622], [-0.6888, 0.1416, -2.6937], [2.0066, -1.8761, 0.3860], [2.5556, 0.4641, 2.0743], [1.4968, -2.6164, -0.1945], [0.2594, -1.7347, -1.3716], [-2.9969, 2.6290, -2.9684]], "forces_ev_per_a": [[1.215, 0.336, -0.567], [-1.165, 1.321, 1.443], [-0.301, -0.375, 0.700], [-0.386, -0.201, 0.282], [-1.648, -1.057, 1.699], [-1.143, -1.237, 0.403], [1.957, 0.592, -0.114], [-0.192, -1.310, -0.012], [0.800, 0.444, 1.134], [1.237, -1.037, 2.562], [0.579, -0.388, 0.577], [1.077, -2.262, -2.158], [-0.269, 1.365, -1.359], [-0.199, 0.800, 0.196], [0.804, -0.232, 0.279], [-0.639, 1.374, -0.691], [-0.713, -0.368, 0.334], [0.273, -0.321, -1.378], [-1.432, -2.183, -1.995], [-0.337, -1.060, -0.162], [-0.436, 1.081, 0.764], [-0.408, 0.005, -0.842], [0.168, -0.080, -0.508], [0.657, 0.544, -0.745], [-1.302, -0.167, 0.795], [0.893, 1.132, -1.330], [-0.300, -0.418, -0.527], [-0.834, 0.493, -0.376], [2.043, 3.210, 1.596]]}


2.
{"formula": "C8H18AgBr2F3N2O2", "method": "ωB97M-V with the def2-TZVPD basis set", "homo_ha": 0.009, "total_charge": -2, "lumo_energy_ev": 4.112, "molar_mass_g_mol": 498.9, "energy_ha": -6170.0870, "de_lowest_kj_mol": 98.5, "max_force_ha_per_bohr": 0.049, "homo_lumo_gap_ha": 0.143, "symbols": ["C", "O", "H", "H", "N", "H", "H", "H", "C", "H", "Br", "H", "N", "O", "C", "H", "H", "C", "Br", "C", "H", "C", "F", "F", "C", "H", "C", "H", "H", "H", "H", "H", "H", "H", "Ag", "F"], "coordinates": [[-18.2787, -18.9648, 22.7664], [-15.4575, -19.2493, 24.8954], [-13.2794, -25.5395, 24.8231], [-18.7257, -18.2276, 23.4338], [-14.5034, -24.0184, 25.3766], [-10.8810, -19.7260, 27.1168], [-15.1504, -20.0697, 22.5205], [-19.0000, -19.7456, 22.4990], [-16.5823, -19.0965, 24.5125], [-9.7334, -20.5780, 26.0867], [-9.4600, -21.5247, 29.0524], [-18.1508, -18.3559, 21.8567], [-17.0353, -19.4719, 23.2671], [-15.0871, -22.0384, 26.3681], [-10.6803, -20.6765, 26.6142], [-10.2510, -22.6705, 27.0420], [-17.3397, -18.5706, 25.1151], [-14.8141, -23.6340, 24.0318], [-11.9765, -21.0031, 25.2025], [-10.7014, -21.8312, 27.5717], [-13.7780, -25.6477, 26.5295], [-16.2174, -20.2035, 22.3409], [-12.4147, -19.5690, 28.5233], [-13.3478, -16.9244, 26.5698], [-14.1068, -25.3960, 25.5234], [-15.5165, -24.3651, 23.6015], [-14.7628, -23.1907, 26.4363], [-11.6810, -22.0593, 27.9720], [-14.4325, -23.6494, 27.3899], [-16.4987, -20.0370, 21.3031], [-14.9235, -26.0827, 25.2668], [-13.9413, -23.6778, 23.3666], [-16.3499, -21.2862, 22.5073], [-15.2382, -22.6452, 23.8978], [-13.9645, -19.5298, 26.8078], [-15.4983, -18.4676, 28.5076]], "forces_ev_per_a": [[-0.347, 0.634, -0.563], [0.028, -0.618, -0.487], [0.051, -0.411, 0.132], [-0.037, -0.449, 0.463], [-0.476, 0.101, 0.143], [-0.858, -0.154, 0.009], [-0.064, 0.556, -0.054], [-0.035, -0.042, 0.264], [0.358, 0.608, 0.091], [0.127, -0.339, 0.048], [-0.115, 0.058, -0.022], [0.333, -0.279, -0.088], [-0.470, 0.446, -0.259], [-0.781, -0.131, -0.337], [0.548, 0.933, 0.247], [-0.269, -0.340, 0.249], [-0.052, -0.082, 0.005], [-0.106, -0.448, -1.094], [0.006, -0.076, -0.066], [0.542, -0.371, -0.670], [0.054, 0.306, 0.079], [0.357, -1.346, 0.494], [0.460, -0.870, -0.364], [0.179, -0.237, -0.723], [0.064, 0.210, -0.251], [-0.120, 0.120, 0.058], [1.380, 0.129, 0.372], [-0.028, 0.371, 0.175], [-0.362, -0.130, 0.020], [0.079, 0.441, 0.022], [0.023, -0.001, -0.115], [0.195, 0.021, 0.303], [-0.160, 0.055, -0.116], [0.002, 0.135, 0.688], [-0.001, 1.830, 1.703], [-0.502, -0.632, -0.357]]}


3.
{"formula": "C8H18Cl12FIN2O2S", "method": "ωB97M-V with the def2-TZVPD basis set", "homo_ha": -0.338, "total_charge": 0, "lumo_energy_ev": -1.325, "molar_mass_g_mol": 777.6, "energy_ha": -6893.4614, "max_force_ha_per_bohr": 0.127, "homo_lumo_gap_ha": 0.289, "symbols": ["H", "N", "Cl", "Cl", "I", "Cl", "H", "Cl", "H", "H", "H", "H", "H", "C", "C", "C", "O", "C", "F", "O", "S", "C", "Cl", "Cl", "H", "Cl", "Cl", "H", "Cl", "H", "C", "H", "Cl", "H", "N", "H", "H", "C", "H", "H", "C", "Cl", "H", "Cl", "H"], "coordinates": [[1.2996, 1.5481, -5.2639], [1.9511, 2.5472, -3.4095], [1.9004, 0.1307, 3.4405], [-0.3710, -5.6778, 3.5190], [1.0290, 5.6707, -5.3645], [0.6537, 0.1053, 0.5501], [-6.3742, -4.8806, 6.1145], [-2.5338, -7.9930, 0.7553], [2.1030, 3.3252, -6.6958], [2.3972, 1.9843, -2.6479], [3.1052, 1.1841, -4.6932], [-3.8966, -9.1038, 2.3320], [1.7081, 7.0100, -1.2427], [1.4080, -1.2778, 4.3885], [2.2775, 2.0066, -4.7940], [0.6392, 7.0954, -1.4531], [4.1483, 6.7019, -5.6961], [2.8005, 3.2879, -5.7322], [4.0994, 6.1475, -3.1299], [5.4533, 4.6544, -4.8125], [4.1306, 5.4503, -4.7349], [-1.9107, -5.1779, 4.2293], [-4.3704, -6.8182, 2.6907], [3.0462, 1.3233, -0.5863], [-4.8487, -8.3928, 0.9969], [-0.3498, -1.4655, 4.3828], [-0.2463, 7.1462, 0.0760], [-6.0796, -5.8882, 4.6680], [-4.7992, -3.9039, 4.6507], [2.0683, 1.7255, 1.5254], [-6.2307, -4.8687, 5.0312], [1.8628, -2.1732, 3.9580], [0.1340, 5.7150, -2.4352], [-1.7485, -4.2848, 4.8377], [2.6717, 4.5115, -4.8652], [0.4448, 8.0167, -2.0077], [1.0910, 2.3977, 0.1884], [1.6840, 1.5415, 0.5191], [-2.6169, -4.9539, 3.4261], [1.7488, -1.1500, 5.4189], [-4.0173, -8.2299, 1.6871], [-7.6746, -4.1935, 4.2669], [3.8822, 3.0076, -6.0703], [-2.5850, -6.4546, 5.2493], [0.9155, 2.6535, -3.2678]], "forces_ev_per_a": [[2.129, 0.774, 0.680], [-0.333, -1.477, -0.538], [0.295, -0.094, 0.580], [0.020, 0.085, -0.037], [0.756, -0.245, -1.098], [-0.153, 0.178, -0.347], [0.054, 0.144, -0.311], [-0.068, -0.080, 0.013], [1.664, 0.367, 2.125], [-1.038, 0.756, -1.234], [-1.599, 1.646, -0.402], [0.071, 0.316, -0.100], [-0.310, -0.108, -0.039], [0.249, -0.284, 0.197], [-0.670, 0.169, 0.604], [0.259, 0.212, 0.032], [-0.803, -4.878, 4.286], [-0.268, -2.518, -0.606], [-0.557, -1.771, -3.080], [-5.612, 2.097, 0.943], [4.607, 3.170, -3.180], [-0.082, 0.352, -0.061], [-0.372, -0.116, -0.379], [0.279, -0.048, 0.372], [0.254, 0.164, 0.154], [-0.008, -0.075, 0.046], [0.045, 0.122, 0.069], [-0.009, 0.328, -0.005], [-0.156, 0.146, 0.051], [-0.018, -0.102, -0.362], [-0.088, -0.343, 0.253], [-0.196, 0.275, -0.008], [-0.209, 0.080, 1.114], [0.047, -0.316, -0.083], [2.079, 1.251, -0.785], [-0.069, -0.294, 0.135], [0.154, -0.270, -0.019], [-0.304, 0.193, 0.135], [0.290, -0.225, 0.196], [-0.177, 0.074, -0.293], [-0.178, -0.370, -0.115], [-0.014, -0.094, 0.051], [-1.883, 1.163, 0.751], [0.266, 0.055, 0.373], [1.652, -0.408, -0.079]]}


4.
{"formula": "C8H18Cl2CrO2PS", "method": "ωB97M-V with the def2-TZVPD basis set", "homo_ha": [-0.604, -0.626], "spin_multiplicity": 4, "total_charge": 2, "lumo_energy_ev": [-9.693, -8.881], "molar_mass_g_mol": 332.2, "energy_ha": -3169.9179, "max_force_ha_per_bohr": 0.097, "homo_lumo_gap_ha": [0.248, 0.300], "symbols": ["C", "C", "C", "O", "H", "H", "H", "H", "H", "O", "H", "H", "H", "H", "H", "Cl", "C", "H", "H", "H", "C", "C", "Cl", "C", "H", "C", "H", "S", "H", "H", "Cr", "H", "P"], "coordinates": [[-5.6797, 0.5977, 0.6101], [0.5930, 0.8947, 3.3365], [0.6031, 3.0587, 1.7125], [1.3446, 1.7131, -1.1975], [0.4426, 1.3397, 4.3282], [-2.7275, -1.7701, -1.1781], [0.6362, 3.8027, 2.5158], [-5.9576, -0.3601, 0.1545], [1.3468, -2.7800, -1.5990], [-3.7567, 1.7569, -0.3593], [-2.6732, -0.4199, -2.3549], [-0.0650, -3.4167, -2.4969], [-0.0279, -1.2629, -4.1121], [-0.1941, 0.4140, -3.5645], [1.6264, 1.0393, 2.9995], [-0.5236, -1.8528, 1.5302], [0.2209, -0.5604, -3.3172], [0.3393, -0.1695, 3.3541], [-6.3187, 1.3973, 0.2304], [-2.2850, -2.0956, -2.8932], [-2.2136, -1.3778, -2.0690], [-4.2689, 0.9008, 0.3079], [-3.1726, -0.3462, 1.1960], [0.2494, -2.8306, -1.6222], [-0.0939, -3.3209, -0.7037], [0.5100, 1.0760, -0.6977], [-5.8065, 0.4779, 1.6919], [-0.5626, 1.7457, 2.2121], [1.5937, 2.6334, 1.5368], [0.2185, 3.5034, 0.7959], [-0.9940, 0.0213, 0.3745], [1.3051, -0.4685, -3.2584], [-0.4429, -1.1543, -1.7465]], "forces_ev_per_a": [[-0.310, -0.145, 0.247], [-0.209, -0.328, 0.374], [-0.315, 0.092, -0.256], [-3.580, -2.899, 1.893], [0.125, -0.152, -0.268], [0.190, -0.052, -0.400], [-0.027, -0.193, -0.214], [0.083, 0.118, -0.004], [-0.278, -0.005, -0.014], [-0.542, -2.317, 1.613], [0.069, -0.289, -0.055], [0.037, 0.267, 0.124], [-0.106, -0.130, 0.120], [-0.028, 0.091, -0.126], [-0.369, -0.073, 0.048], [0.071, 0.793, -0.728], [0.239, 0.713, 0.245], [0.098, 0.317, 0.145], [0.160, -0.084, 0.005], [-0.255, 0.137, 0.062], [-0.282, 0.057, 0.065], [0.348, 2.459, -1.697], [-0.037, -0.210, 0.094], [0.205, -0.059, 0.500], [0.077, 0.110, -0.300], [3.615, 3.090, -1.245], [0.001, 0.068, -0.145], [0.593, -0.136, -0.171], [-0.180, 0.085, 0.057], [0.056, 0.237, 0.136], [1.190, 0.217, 0.433], [0.042, -0.020, -0.022], [-0.682, -1.758, -0.517]]}


5.
{"formula": "C8H18Cl2OSi", "method": "ωB97M-V with the def2-TZVPD basis set", "homo_ha": -0.329, "total_charge": 0, "lumo_energy_ev": 0.748, "molar_mass_g_mol": 229.2, "energy_ha": -1600.6612, "smiles": "C[Si](C)(C)C(Cl)Cl.CC/C=C/O", "max_force_ha_per_bohr": 0.086, "homo_lumo_gap_ha": 0.357, "symbols": ["H", "H", "H", "H", "C", "C", "Cl", "H", "H", "H", "C", "C", "H", "H", "H", "H", "C", "H", "H", "C", "Cl", "H", "O", "Si", "C", "H", "C", "H", "H", "H"], "coordinates": [[-4.0154, 1.1754, -0.2641], [-4.3482, -0.2232, -1.1497], [-2.4683, -0.6294, -2.4656], [2.4441, -1.7012, -0.3868], [2.2965, 1.9437, -0.6127], [-3.9206, 0.1254, -0.1724], [-1.4873, 2.2846, -1.1314], [1.3303, 0.1029, 0.6891], [-0.6279, -0.8770, -2.1276], [-1.8375, -2.1713, -1.6012], [-1.1336, 1.2479, 0.2184], [-1.6720, -1.0566, -1.7001], [1.1551, 1.8158, -0.6113], [-0.3456, -1.3639, 1.3777], [-1.5512, -2.6965, 0.8495], [2.4735, 0.2864, 1.9980], [2.9381, -1.4820, 0.5471], [4.2055, 0.9995, -0.0718], [-4.6398, -0.0575, 0.7198], [3.0068, 0.9663, -0.1059], [-1.7474, 1.8879, 1.7294], [3.8062, 3.0723, -1.1499], [2.7951, 2.9663, -1.3782], [-2.0931, -0.4047, -0.0042], [2.4120, 0.0092, 0.8973], [4.0495, -1.6406, 0.6809], [-1.4541, -1.7389, 1.3230], [-0.0217, 1.0322, 0.3061], [2.4241, -2.1849, 1.2698], [-1.9729, -1.6880, 2.3268]], "forces_ev_per_a": [[0.428, 1.385, -0.095], [0.227, -0.233, 1.091], [1.756, -0.937, 1.449], [0.808, -0.283, -0.701], [-1.450, 0.076, -1.516], [-1.278, -1.280, 1.062], [0.196, 0.586, -0.540], [0.399, -0.820, 0.277], [-1.395, -0.235, 0.693], [0.188, 1.019, -0.512], [0.774, -1.952, 0.318], [-0.404, -0.279, -1.797], [2.073, 1.036, -0.242], [-1.831, -1.181, 0.268], [0.189, -0.559, 0.013], [0.580, -0.233, -1.363], [-1.473, 0.716, 2.633], [-2.662, 0.081, -0.479], [1.206, -0.295, -1.555], [3.523, -0.173, 2.627], [0.103, 0.571, 0.789], [-2.980, -0.437, -0.696], [2.259, 0.268, 0.976], [-0.263, -0.326, 0.206], [0.158, -1.199, -0.398], [-1.325, 0.398, -0.709], [0.435, 3.049, -0.057], [-1.736, 0.718, -0.014], [0.695, 0.592, -0.552], [0.800, -0.075, -1.177]]}


6.
{"formula": "C8H18FN", "method": "ωB97M-V with the def2-TZVPD basis set", "homo_ha": [-0.261, -0.247], "total_charge": 0, "lumo_energy_ev": [0.837, 0.842], "molar_mass_g_mol": 147.2, "energy_ha": -470.0466, "de_lowest_kj_mol": 257.2, "max_force_ha_per_bohr": 0.069, "homo_lumo_gap_ha": [0.292, 0.278], "symbols": ["C", "C", "H", "H", "H", "H", "H", "N", "C", "H", "H", "H", "H", "H", "C", "H", "C", "H", "C", "F", "H", "H", "H", "H", "C", "C", "H", "H"], "coordinates": [[-1.5541, 1.3901, -0.4569], [1.1723, -0.8166, 0.0396], [-2.3414, -1.6459, -1.4420], [1.5535, -2.6285, 1.2508], [1.0193, -1.0369, 2.1812], [-0.2182, -1.9063, 1.2724], [-2.6913, 1.4860, -0.2274], [2.1292, 0.2560, 0.1286], [-1.4314, -0.1276, -0.4086], [3.0194, 1.6752, -1.1970], [-1.1889, 1.8293, -1.3592], [-3.2595, -1.0178, 0.6697], [1.6191, 0.5764, -1.8839], [-0.8395, -1.2229, -2.3068], [2.0621, 1.1376, -1.0248], [-1.7958, -1.5810, 1.1034], [2.0434, 0.9674, 1.3251], [-0.9531, 1.9493, 0.2870], [-2.2085, -0.7330, 0.7160], [1.2400, -1.4863, -1.1476], [-2.1465, -0.0998, -2.4054], [-2.0740, 0.0644, 1.4380], [1.0016, 1.4295, 1.3472], [2.7940, 1.8007, 1.2504], [0.9456, -1.7036, 1.2823], [-1.6913, -0.8512, -1.7450], [2.3291, 0.3499, 2.1883], [1.4651, 1.9456, -0.8755]], "forces_ev_per_a": [[-1.069, -0.688, 1.495], [-0.540, 0.444, 0.927], [-0.534, -0.662, -0.741], [-0.307, 0.551, 0.367], [0.404, -1.146, -0.715], [2.763, -0.355, 0.006], [1.740, 0.897, -0.734], [-0.949, -2.534, -2.111], [0.642, -0.561, -1.505], [-0.071, -1.093, -0.327], [-0.427, 0.093, -1.049], [-0.378, 0.571, -0.872], [1.035, 0.614, 0.465], [0.308, -0.165, 0.289], [1.649, -1.805, -1.365], [1.329, -2.394, 1.003], [0.086, 2.211, 1.074], [-0.649, -0.565, 0.227], [0.093, 2.819, 0.197], [0.390, 0.027, 0.639], [-0.439, -0.471, -0.040], [-0.551, -0.262, 1.048], [1.063, -0.364, 0.863], [-0.714, -0.602, 0.305], [-2.428, 1.139, -0.894], [0.525, 1.529, 0.759], [-0.414, 0.482, -0.194], [-2.557, 2.290, 0.883]]}